ORCA calculation (ωB97M-V/def2-TZVPD) on a molecular structure, C29H35FLiN4O6 in a non-equilibrium geometry.

The geometry in XYZ format:
```
76
Properties=species:S:1:pos:R:3:forces:R:3:lowdin_charge:R:1
C 0.528251 -7.020056 6.069855 -0.4 0.3 -0.2 -0.09
C -0.031575 -1.280908 1.434007 -0.2 1.1 -0.6 -0.29
H 3.589423 -4.931394 4.799409 0.0 -0.3 0.1 0.14
H 3.877789 9.245722 -7.168532 -0.2 -0.1 0.0 0.09
H 1.000870 7.367791 -4.809036 0.1 0.3 0.0 0.03
H -4.458046 -3.377718 5.192794 -0.1 0.4 -0.3 0.11
H 0.571784 6.068286 -2.866140 0.0 -0.2 0.2 0.06
H -3.187063 -1.269382 2.769367 0.5 0.4 0.0 0.13
N 1.761817 -5.831478 4.329767 0.1 -1.2 0.3 -0.10
C 1.772608 5.802981 -6.760703 0.4 1.1 -0.8 0.06
H 1.664511 5.650642 -5.689226 0.1 -0.1 -0.3 0.04
H 1.445265 -7.904616 4.331592 -0.2 0.1 0.1 0.14
C 0.899918 -6.980022 4.598027 0.4 0.7 -0.4 -0.12
O -1.392168 0.141050 -1.874226 -1.4 1.1 -1.2 0.07
F 3.454862 -4.493971 2.569386 -0.6 0.2 0.2 0.04
C -0.449294 -3.168819 3.018488 -0.6 0.1 -0.2 -0.10
C -0.751888 2.945061 -2.408078 0.4 -1.6 1.1 -0.37
N -1.750570 -2.694364 3.228314 1.6 0.7 -1.0 0.00
H -0.055256 -6.152481 6.385565 0.0 -0.1 -0.1 0.14
H 2.333729 -7.797012 6.533954 0.1 -0.3 0.3 0.18
C 1.556773 8.219631 -5.193542 0.4 0.4 -1.2 0.06
C -2.874654 2.722938 -3.812525 0.9 0.4 0.1 -0.10
C -3.810602 -4.053629 3.192289 -0.3 -1.0 -0.1 -0.08
H -4.420853 -2.044277 3.893263 0.0 -0.3 0.4 0.11
C 0.433358 5.055637 -2.496352 -0.9 -0.5 -0.2 0.11
H 0.004391 -7.940776 6.340823 0.1 0.1 0.1 0.14
N 1.810538 -6.970021 6.827580 0.3 -0.9 0.8 0.04
H 1.628589 -7.040767 7.833278 0.1 -0.1 -0.2 0.19
C -1.767311 0.704870 1.607091 -0.9 -0.1 0.3 -0.64
C -2.111980 0.881522 -2.533151 0.9 -0.6 0.9 -0.43
C 2.817482 9.440391 -6.952701 0.1 0.0 0.1 -0.07
H 1.746252 4.938649 -7.424576 -0.1 0.2 0.3 0.06
N -1.902617 2.244803 -2.824822 0.5 -0.3 0.2 0.08
H 1.621369 9.127440 -4.593010 0.0 -0.4 0.0 0.06
H 1.419747 7.837764 -9.221830 0.2 -0.1 0.2 0.09
H 2.777633 10.227551 -6.194112 0.0 -0.1 -0.2 0.07
C 2.165109 -4.042789 2.711304 0.2 -0.2 0.0 -0.18
C 1.303784 -4.762767 3.578145 -0.8 1.3 -0.7 -0.16
H -2.263409 -4.091208 4.757754 0.0 0.5 -0.3 0.13
C -4.071481 -3.016596 4.238066 -0.2 0.2 0.2 -0.08
C 2.107010 8.206275 -6.437734 -0.5 1.1 1.9 -0.33
H 2.108226 6.210371 -9.261398 0.0 0.2 0.0 0.07
H 1.133988 4.647074 -1.768377 -0.1 0.1 -0.3 0.09
C 0.438248 -2.469232 2.162840 0.0 -0.5 0.1 -0.04
H -1.388455 4.693497 -3.568376 0.5 0.0 0.1 0.10
H -3.906263 -3.750857 2.143619 0.1 -0.2 0.5 0.12
C -3.840259 1.571507 -3.873356 -0.8 -0.8 0.1 -0.09
O 0.619710 -0.789787 0.484819 -0.1 -0.7 0.8 -0.02
H 3.626099 -5.950964 7.158763 -0.2 -0.1 0.0 0.14
C 2.717015 -5.822238 6.565766 0.1 0.8 -0.3 -0.08
H -4.799426 1.832978 -3.417311 0.1 -0.2 -0.1 0.14
C 2.012449 7.035908 -7.285222 -0.3 -2.2 -0.3 -0.33
O -1.003876 1.415465 0.902216 -0.4 0.0 0.1 -0.10
C 1.751707 -2.957270 1.979409 -0.6 0.0 0.5 0.09
H -0.734302 -4.968464 4.224452 0.3 0.4 -0.2 0.09
H 2.370415 9.833914 -7.874046 0.0 -0.2 0.2 0.08
O 0.077176 2.410318 -1.667662 -0.9 0.7 -1.0 0.03
H 2.411754 -2.449086 1.283364 -0.1 -0.1 0.1 0.14
C 3.013303 -5.817787 5.071549 -0.6 0.1 -0.5 -0.12
H 3.162897 7.620443 -9.050959 -0.2 -0.1 0.1 0.08
O -2.849058 0.982136 2.168278 0.8 0.2 -0.6 -0.02
H 3.581498 -6.723787 4.799967 0.2 0.2 0.1 0.14
Li -0.070251 0.769720 -0.591467 0.0 0.0 0.5 0.67
O -3.256359 0.476887 -3.104806 0.3 0.7 -0.3 0.08
H -2.378154 2.882478 -4.778175 -0.1 0.1 0.2 0.14
C 2.190829 7.189599 -8.780837 -0.1 -0.1 -0.1 -0.07
C -2.671727 -3.465549 3.965205 -0.9 -0.7 0.2 -0.29
C -0.616045 4.312263 -2.898203 0.6 1.1 0.0 -0.05
C -0.044675 -4.362060 3.635844 1.2 -0.2 0.3 0.06
C -2.149978 -1.542095 2.600048 0.9 0.3 0.3 0.05
H -3.994456 1.217668 -4.896238 0.0 0.0 0.3 0.13
C -1.304592 -0.727725 1.888382 0.0 -1.0 0.0 -0.01
H -4.052498 -5.089873 3.428026 -0.2 0.3 -0.3 0.10
H 2.190608 -4.920607 6.889492 0.1 0.0 -0.1 0.15
H -3.344297 3.654084 -3.486854 0.0 -0.2 0.0 0.13
H 0.004654 -6.912881 3.971426 0.2 -0.2 0.2 0.14
```
Positions in Å, forces in eV/Å.

Calculated values
Lowest unoccupied orbital energy ... -3.21 eV
HOMO energy ... -9.59 eV
E ... -1903.71432 hartree
Charge ... +1